[1]
Formula: C26H27BLiN3O3
Source: OMol25
Level of theory: ωB97M-V with the def2-TZVPD basis set

Properties
LUMO (eV): 4.81
HOMO-LUMO gap (Ha): 0.157
Charge: -2
HOMO level (eV): 0.526

Each line ends with the Mulliken charge.
Geometry (Å):
Li (-0.09240, 0.11440, -0.00560)  0.356
C (4.73850, -0.35300, -0.24550)  -0.817
C (5.13210, 0.96080, 0.03000)  -0.321
C (4.18420, 1.96000, 0.00740)  -0.705
C (2.84380, 1.66170, -0.31430)  0.138
N (2.49230, 0.38000, -0.54560)  -0.053
C (3.39180, -0.57310, -0.49530)  -0.049
C (1.77040, 2.64360, -0.36020)  1.261
C (2.03570, 3.99950, -0.10810)  -0.713
C (1.00400, 4.90830, -0.00560)  -0.449
C (-0.30150, 4.47250, -0.19050)  -0.589
C (-0.53480, 3.15550, -0.54870)  -0.337
C (0.45850, 2.16390, -0.63480)  -0.621
H (5.45680, -1.16250, -0.26050)  0.393
H (6.16880, 1.18770, 0.27170)  0.384
H (4.49050, 2.97300, 0.23750)  0.241
H (2.99980, -1.57010, -0.65730)  0.370
H (3.05220, 4.37440, 0.01880)  0.151
H (1.21310, 5.95690, 0.21690)  0.332
H (-1.12280, 5.18230, -0.06510)  0.303
H (-1.56070, 2.86600, -0.74910)  0.358
O (-2.04710, 0.02910, 0.12580)  -0.539
C (-2.88990, 0.07340, 1.04090)  0.488
C (-4.29430, 0.00590, 0.74400)  -0.725
C (-5.26820, 0.01360, 1.70290)  -0.383
C (-4.93250, 0.11120, 3.05320)  -0.660
C (-3.59660, 0.19780, 3.39970)  -0.588
C (-2.57670, 0.18010, 2.45220)  0.229
C (-1.19910, 0.20740, 2.85710)  0.210
N (-0.15580, 0.46090, 2.10120)  0.260
C (0.94550, 0.34150, 2.87140)  -0.259
C (0.59430, 0.01310, 4.14560)  -0.880
N (-0.77890, -0.06920, 4.13800)  -0.027
H (-4.55640, -0.06090, -0.30370)  0.331
H (-6.31540, -0.05690, 1.41770)  0.329
H (-5.70030, 0.11180, 3.81980)  0.325
H (-3.34510, 0.30180, 4.45390)  0.275
H (1.91400, 0.49870, 2.44150)  0.317
H (1.16470, -0.18640, 5.03360)  0.408
H (-1.35870, -0.35730, 4.90670)  0.182
C (0.97760, -4.80840, -2.69550)  -2.058
C (0.46840, -4.56700, -1.27090)  2.152
C (0.76200, -5.82230, -0.42280)  -2.115
O (1.14850, -3.46360, -0.70050)  -0.197
B (0.25340, -2.65080, 0.05580)  -0.870
O (-1.01830, -3.23940, -0.07370)  -0.483
C (-1.02550, -4.13090, -1.16800)  1.923
C (-1.46400, -3.30980, -2.39240)  -1.919
C (-2.02680, -5.27370, -0.96090)  -1.975
H (2.01260, -5.14800, -2.65430)  0.484
H (0.95320, -3.88090, -3.25900)  0.340
H (0.38010, -5.56600, -3.20850)  0.322
H (1.84120, -5.95880, -0.34680)  0.495
H (0.32520, -6.71770, -0.87000)  0.319
H (0.37200, -5.68160, 0.58300)  0.389
H (-0.73640, -2.51760, -2.55300)  0.300
H (-2.41170, -2.82860, -2.15670)  0.516
H (-1.57580, -3.92580, -3.28770)  0.296
H (-1.87090, -5.77300, -0.00770)  0.333
H (-1.93710, -6.00530, -1.76810)  0.328
H (-3.03800, -4.86790, -0.96320)  0.492


[2]
Formula: C26H27BN11O7P2Ta
Source: OMol25
Level of theory: ωB97M-V with the def2-TZVPD basis set

Properties
LUMO (eV): -6.85
HOMO-LUMO gap (Ha): 0.258
Charge: +2
HOMO level (eV): -13.866

Each line ends with the Mulliken charge.
Geometry (Å):
Ta (-0.20471, 0.18624, -0.34185)  4.027
C (2.88928, 0.97471, 3.21301)  -1.270
C (2.17984, 0.57954, 4.31857)  -0.993
C (0.99343, -0.11263, 4.12396)  -1.238
C (0.57507, -0.38618, 2.84145)  1.074
N (1.20961, 0.07905, 1.74849)  0.968
C (2.35235, 0.74993, 1.95430)  -0.160
C (-0.53685, -1.30495, 2.57508)  0.651
C (-1.03006, -2.13001, 3.57066)  -0.986
C (-2.02720, -3.03299, 3.27489)  -1.449
C (-2.46245, -3.12788, 1.96930)  -1.001
C (-1.89991, -2.30424, 1.01636)  0.380
N (-0.97865, -1.36980, 1.30952)  0.760
C (-2.29115, -2.37074, -0.39323)  0.676
C (-3.17306, -3.30118, -0.90777)  -0.857
C (-3.53587, -3.21622, -2.23967)  -0.907
C (-3.01223, -2.19311, -3.00801)  -1.174
C (-2.11817, -1.32070, -2.42743)  -0.617
N (-1.73995, -1.41748, -1.14283)  0.131
H (3.82640, 1.50614, 3.29864)  0.503
H (2.52951, 0.79765, 5.31923)  0.490
H (0.41623, -0.44096, 4.97532)  0.481
H (2.85520, 1.12649, 1.08826)  0.449
H (-0.62710, -2.07793, 4.56969)  0.517
H (-2.44525, -3.66784, 4.04456)  0.498
H (-3.22942, -3.83640, 1.69863)  0.543
H (-3.58154, -4.08390, -0.28732)  0.496
H (-4.23173, -3.92985, -2.66158)  0.485
H (-3.28916, -2.06443, -4.04474)  0.525
H (-1.69976, -0.50885, -2.99406)  0.887
N (3.83741, -0.63607, -2.95192)  -0.646
C (2.65409, -1.49671, -2.73830)  1.168
C (2.78932, -2.92286, -3.27769)  -1.807
P (2.43421, -1.41841, -0.94044)  0.207
O (3.58426, -2.27110, -0.30060)  -0.571
O (2.78870, 0.08619, -0.66947)  -0.339
O (1.06874, -1.65586, -0.29987)  -0.516
P (1.21374, -0.57043, -3.45863)  0.820
O (0.25340, -1.67170, -4.05684)  -0.515
O (1.67269, 0.46012, -4.38819)  -0.812
O (0.37983, -0.09525, -2.19579)  -0.918
H (4.68566, -1.19157, -2.97652)  0.199
H (3.41906, 0.37990, -1.38054)  0.530
H (3.74450, -0.11132, -3.81758)  0.267
H (3.67303, -3.39181, -2.84361)  0.472
H (2.91097, -2.89784, -4.36037)  0.415
H (1.91717, -3.53563, -3.04911)  0.382
H (3.33646, -2.99365, 0.28900)  0.380
H (0.28511, -1.70520, -5.02312)  0.353
B (0.64930, 3.32496, 1.75780)  -0.900
N (1.24225, 2.97127, 0.33347)  0.429
C (2.08602, 3.80894, -0.24864)  -0.458
C (2.15805, 3.54252, -1.61088)  -1.069
C (1.29301, 2.49916, -1.80057)  -0.989
N (0.73675, 2.12030, -0.61385)  0.843
N (-0.61893, 2.43915, 2.03401)  -0.095
C (-1.48211, 2.76246, 2.99414)  -0.517
C (-2.57617, 1.91208, 2.94230)  -1.410
C (-2.29847, 1.07980, 1.87874)  -0.632
N (-1.10093, 1.38625, 1.33659)  1.690
H (1.48276, 3.16065, 2.60808)  0.028
H (0.27110, 4.46695, 1.72333)  -0.064
H (2.54581, 4.59084, 0.33694)  0.529
H (2.72591, 4.07074, -2.35742)  0.507
H (1.02378, 2.02366, -2.72501)  0.631
H (-1.27570, 3.60539, 3.63547)  0.529
H (-3.45278, 1.92108, 3.56692)  0.568
H (-2.90926, 0.29505, 1.46201)  0.474
O (-1.69983, 1.04765, -1.09968)  -0.342
N (-3.06593, 1.16465, -1.04276)  -0.950
C (-3.38349, 2.38505, -0.80674)  1.078
C (-2.40271, 3.42359, -0.56633)  0.040
N (-1.60211, 4.22120, -0.36932)  -0.384
C (-4.79472, 2.68544, -0.73659)  -0.162
N (-5.91263, 2.92888, -0.65386)  -0.335


[3]
Formula: C26H27BiClGeN2O5
Source: OMol25
Level of theory: ωB97M-V with the def2-TZVPD basis set

Properties
LUMO (eV): 2.69
Energy above the lowest of the compared OMol25 structures with the same formula, charge and spin (kJ/mol): 66.3
HOMO-LUMO gap (Ha): 0.279
Charge: -1
HOMO level (eV): -4.898

Each line ends with the Mulliken charge.
Geometry (Å):
Bi (-0.23335, 1.28009, 0.12661)  0.924
C (-0.38045, -0.52936, -4.48720)  -0.609
O (0.91776, 0.05491, -4.47276)  -0.488
C (1.76851, -0.47129, -3.52957)  0.282
C (2.89849, -1.13005, -3.94899)  -0.341
C (3.79982, -1.64891, -3.01543)  -0.696
C (3.52054, -1.52877, -1.67682)  -0.976
C (2.37607, -0.85534, -1.21172)  0.615
C (2.12836, -0.90117, 0.20938)  -0.933
N (1.20122, -0.31735, 0.87461)  0.843
N (1.07814, -0.65574, 2.19016)  -1.009
C (0.22676, 0.09166, 2.84622)  0.733
O (-0.32786, 1.16905, 2.42518)  -0.835
C (-0.13218, -0.38311, 4.20911)  0.324
C (-1.44671, -0.19663, 4.62956)  -0.582
C (-1.84971, -0.66222, 5.87054)  -0.557
C (-0.93901, -1.29680, 6.70438)  -0.364
C (0.37344, -1.47500, 6.28860)  -0.628
C (0.77634, -1.02731, 5.03994)  -0.191
C (1.49343, -0.25818, -2.14686)  1.091
O (0.44803, 0.45489, -1.84191)  -0.634
H (-1.03536, 0.16697, -5.00822)  0.238
H (-0.76666, -0.69560, -3.48272)  0.142
H (-0.36015, -1.48181, -5.02895)  0.309
H (3.06059, -1.24803, -5.01343)  0.447
H (4.69468, -2.15754, -3.34975)  0.375
H (4.19174, -1.96411, -0.94443)  0.374
H (2.79063, -1.54563, 0.78620)  0.328
H (-2.13697, 0.30162, 3.96156)  0.416
H (-2.87737, -0.53453, 6.18802)  0.368
H (-1.25402, -1.65141, 7.67844)  0.364
H (1.08062, -1.97361, 6.94051)  0.363
H (1.79070, -1.17403, 4.69331)  0.423
Cl (-5.19200, -6.19597, -1.07256)  -0.250
C (-4.43908, -4.66137, -0.71985)  0.457
C (-5.23312, -3.58113, -0.37334)  -0.638
C (-4.62905, -2.36269, -0.10075)  -0.178
C (-3.24851, -2.23224, -0.15010)  0.126
C (-2.46983, -3.33083, -0.49482)  -0.205
C (-3.06069, -4.54964, -0.79272)  -0.680
C (-2.58096, -0.89188, 0.14585)  0.203
O (-3.26089, 0.13648, 0.02514)  -0.744
O (-1.36256, -0.97273, 0.49704)  -0.655
H (-6.30802, -3.69707, -0.32677)  0.394
H (-5.21732, -1.48910, 0.14946)  0.437
H (-1.39475, -3.21062, -0.51430)  0.426
H (-2.46009, -5.40504, -1.07264)  0.393
C (2.73285, 5.50279, -0.77294)  -1.261
Ge (1.48865, 3.95708, -0.98646)  0.628
C (-0.31079, 4.76918, -0.81113)  -1.313
C (1.74614, 3.31998, -2.83078)  -1.113
C (1.69283, 2.54251, 0.32453)  -1.279
H (2.52561, 6.23615, -1.55566)  0.343
H (3.77487, 5.19172, -0.86073)  0.367
H (2.59579, 5.98474, 0.19659)  0.360
H (-0.42546, 5.60126, -1.50600)  0.398
H (-0.44912, 5.14574, 0.20404)  0.345
H (-1.09555, 4.03912, -1.01711)  0.440
H (1.62240, 4.14154, -3.53794)  0.437
H (1.03007, 2.53344, -3.06682)  0.230
H (2.74997, 2.90781, -2.94745)  0.347
H (1.75293, 2.91147, 1.34930)  0.472
H (2.54962, 1.90364, 0.11534)  0.400


[4]
Formula: C26H27BrN6O11P2ReS
Source: OMol25
Level of theory: ωB97M-V with the def2-TZVPD basis set

Properties
LUMO (spin up / spin down) (eV): -9.18 / -9.07
Energy above the lowest of the compared OMol25 structures with the same formula, charge and spin (kJ/mol): 221.1
HOMO-LUMO gap (spin up / spin down) (Ha): 0.115 / 0.115
⟨S²⟩: 0.7653
Multiplicity: 2
Charge: +2
HOMO level (spin up / spin down) (eV): -12.302 / -12.198

Each line ends with the Mulliken charge.
Geometry (Å):
Re (-0.26813, 0.16848, 0.18482)  0.991
C (0.61559, -0.26251, -3.96296)  -1.208
O (1.05867, -0.18617, -2.61576)  -0.107
C (2.26191, -0.72291, -2.33047)  0.755
C (3.07849, -1.39471, -3.22764)  -0.376
C (4.31853, -1.86830, -2.80717)  -0.554
Br (5.43336, -2.72214, -4.06726)  -0.125
C (4.73718, -1.73525, -1.49642)  -0.984
C (3.90713, -1.10391, -0.57046)  1.262
C (2.68634, -0.56439, -0.99412)  0.753
O (1.91593, 0.23168, -0.18861)  -1.193
C (4.37448, -0.98352, 0.79849)  0.096
N (5.64308, -0.79782, 1.10471)  -0.768
C (5.70270, -0.70201, 2.45006)  0.424
C (6.79679, -0.47308, 3.29548)  -0.782
C (6.55661, -0.47775, 4.65396)  -0.504
C (5.27699, -0.70061, 5.17306)  -0.731
C (4.17286, -0.92263, 4.35155)  -0.679
C (4.39451, -0.88787, 2.98801)  0.610
N (3.56636, -1.03946, 1.90073)  0.605
H (1.28895, 0.29653, -4.61636)  0.477
H (-0.36929, 0.19613, -3.98605)  0.220
H (0.54343, -1.30017, -4.29947)  0.445
H (2.79069, -1.52421, -4.25697)  0.573
H (5.69663, -2.10728, -1.17662)  0.647
H (2.29597, 0.25886, 0.71666)  0.317
H (7.77248, -0.27733, 2.88062)  0.490
H (7.37059, -0.29858, 5.33815)  0.410
H (5.13909, -0.70422, 6.24345)  0.419
H (3.19199, -1.12078, 4.75443)  0.483
H (2.62944, -1.44722, 1.92209)  -0.112
N (-1.27256, -7.92994, -1.49677)  -0.451
C (-0.94034, -6.77567, -0.89746)  1.143
C (-1.90767, -6.04510, -0.17499)  -0.941
C (-1.57274, -4.85588, 0.42327)  -0.430
C (-0.27412, -4.38387, 0.31288)  -0.162
C (0.69835, -5.07409, -0.39727)  -0.696
C (0.37289, -6.26745, -0.99596)  -0.891
S (0.08060, -2.78110, 0.92786)  1.407
O (1.47540, -2.60812, 1.23410)  -0.883
O (-0.86675, -2.29094, 1.88277)  -0.704
N (-0.11675, -1.81184, -0.44299)  0.203
C (-1.19032, -1.74870, -1.25465)  0.550
N (-1.90495, -2.72247, -1.76750)  -0.416
C (-2.92548, -2.35956, -2.53698)  -0.497
C (-3.23056, -1.03236, -2.82123)  -0.690
C (-2.43344, -0.05648, -2.23503)  -0.583
N (-1.42663, -0.40679, -1.44610)  0.116
H (-2.19019, -8.32459, -1.37463)  0.206
H (-0.57660, -8.49160, -1.95745)  0.206
H (-2.90833, -6.43697, -0.09490)  0.358
H (-2.28488, -4.28167, 0.99126)  0.523
H (1.69401, -4.66589, -0.44838)  0.550
H (1.11740, -6.82872, -1.53782)  0.340
H (-3.51682, -3.17330, -2.92884)  0.535
H (-4.05941, -0.77366, -3.46165)  0.504
H (-2.59036, 1.00085, -2.40133)  0.594
C (-1.96201, -0.13123, 4.26046)  -1.464
C (-1.42051, 1.11084, 3.59494)  1.374
O (-1.80536, 2.31094, 4.24511)  -0.653
P (-2.12470, 1.37124, 1.94007)  0.538
O (-1.17198, 2.38893, 1.13308)  -0.559
O (-3.52643, 2.03829, 2.04664)  -0.549
O (-2.21708, 0.19117, 1.02694)  -0.439
P (0.42929, 1.03900, 3.35907)  0.791
O (0.72867, 2.60968, 3.02341)  -0.512
O (1.21548, 0.56946, 4.49576)  -0.700
O (0.66217, 0.34588, 2.00798)  -0.264
H (-3.03648, -0.03323, 4.41838)  0.420
H (-1.46502, -0.28140, 5.22068)  0.449
H (-1.77066, -0.99538, 3.62501)  0.287
H (-1.55552, 2.26865, 5.17990)  0.396
H (-0.64631, 3.03287, 1.63380)  0.415
H (-3.67485, 2.65102, 2.77182)  0.393
H (1.29655, 2.98442, 3.69921)  0.331


How do the records compare in energy? In the order shown, they have -1429.38271, -2900.39659, -4244.49398, -5895.97677 hartree.